{"formula": "C24H32ClIrN3", "method": "ωB97M-V/def2-TZVPD", "elements": ["H", "H", "C", "C", "C", "C", "H", "H", "C", "C", "C", "C", "N", "H", "H", "H", "N", "H", "H", "C", "C", "H", "C", "H", "C", "H", "H", "C", "H", "H", "H", "H", "Ir", "H", "C", "C", "N", "C", "H", "H", "C", "H", "H", "H", "H", "H", "Cl", "C", "C", "C", "C", "C", "H", "H", "H", "C", "H", "H", "H", "H", "C"], "xyz": [[1.156, 3.448, -1.395], [2.335, -2.918, -0.315], [3.734, -0.862, -1.137], [2.119, 0.073, -3.591], [1.648, -2.216, -0.776], [1.323, -0.665, 4.509], [-1.594, 3.630, -4.021], [1.224, -1.606, 0.087], [-2.778, -1.969, 2.396], [0.828, 0.347, -1.724], [-1.211, -0.895, 0.900], [2.497, -1.480, -1.763], [1.732, -0.440, -2.371], [3.509, 0.064, -0.585], [-6.014, -1.948, 1.241], [-5.391, -2.804, 2.637], [0.532, 1.309, -2.715], [-5.230, -3.455, 1.016], [4.525, -0.658, -1.873], [-2.286, -0.411, 0.169], [-5.170, -2.527, 1.600], [-2.081, 1.461, -2.065], [-3.614, -0.753, 0.525], [3.495, -3.214, -2.279], [-0.293, 2.512, -2.719], [3.832, -1.909, -3.387], [-2.091, 0.108, -0.767], [0.213, 0.389, 6.376], [4.101, -1.587, -0.414], [1.967, -1.432, 4.096], [-2.114, 3.198, -1.930], [-1.298, 1.961, -4.645], [0.616, 0.105, 0.353], [-1.127, 2.298, -0.738], [0.608, 0.119, 3.524], [-0.618, 1.059, 5.496], [0.854, 0.072, 2.183], [1.163, -0.514, 5.880], [0.127, 0.579, 7.435], [-0.090, 4.558, -2.116], [-1.471, -1.714, 2.002], [2.276, -2.802, -3.507], [2.877, -0.331, -4.252], [-4.461, -0.326, -0.024], [1.788, -1.081, 6.563], [-1.447, 1.629, 5.949], [2.186, 1.810, 0.006], [-0.417, 0.915, 4.109], [-0.828, 2.836, -4.146], [-3.857, -1.718, 1.525], [3.029, -2.395, -2.827], [0.579, 3.708, -2.298], [-0.713, -2.182, 2.610], [1.444, 1.826, -4.727], [1.230, 4.028, -3.124], [1.375, 1.183, -3.830], [-2.943, -2.560, 3.292], [-1.144, 1.346, 3.428], [-0.039, 3.262, -4.800], [0.859, -2.791, -1.261], [-1.462, 2.330, -1.785]], "mulliken_spin": [0.13, 0.08, 0.46, 0.07, 1.12, -0.52, -0.06, -0.24, 0.57, 0.29, 0.19, -2.61, 0.18, 0.04, 0.01, -0.03, 0.93, -0.02, -0.01, -0.10, 0.17, -0.17, 0.10, 0.01, -5.05, 0.01, 0.01, -0.35, -0.01, 0.28, 0.13, -0.14, 3.58, 0.00, -0.03, 0.32, 0.99, 0.97, -0.31, -0.02, -0.86, -0.17, -0.07, 0.05, -0.32, -0.08, -0.17, -0.02, 2.45, -0.54, 1.04, 1.08, 0.05, 0.21, -0.15, 0.35, 0.02, 0.14, -0.19, -0.02, 1.19], "relative_energy_ev": 1.789, "e_tot_ha": -1662.24549, "e_homo_ev": [2.5, -3.4], "s2": 8.81, "multiplicity": 6, "orbital_gap_ev": [1.85, 6.93], "charge": -2}